1.
Here is 4 unconnected molecules or ions with the total composition C62H58IN2O8 from the OMol25 dataset. Energies are from ωB97M-V with the def2-TZVPD basis set.

Structure (XYZ):
```
131
Properties=species:S:1:pos:R:3:forces:R:3
C -2.372526 5.005307 6.238610 -0.03 0.07 -0.27
O -3.345850 4.221646 5.594424 0.06 -0.15 0.02
C -2.867524 3.744363 4.336381 -0.61 0.35 0.21
C -3.759978 2.611861 3.849830 0.70 -0.59 0.09
C -3.021599 1.267298 3.583181 -0.57 0.26 0.04
C -3.048201 0.787474 2.121153 0.39 0.09 0.40
C -1.854264 1.131432 1.230977 -0.27 0.16 -0.45
C -1.373353 2.586932 1.272881 0.14 -0.54 -0.04
C -0.244672 2.870044 2.255855 0.14 0.48 -0.19
C 1.152281 2.571225 1.719584 0.42 0.04 0.76
C 2.211268 3.149467 2.692495 -0.44 -0.40 -0.35
C 3.440961 2.283880 2.934826 -0.35 0.89 0.29
N 3.159482 1.276545 4.044214 0.54 -0.16 -0.08
I 4.218013 1.759598 5.801393 -0.17 0.12 -0.02
C 3.446717 -0.170091 3.682873 0.08 0.07 -0.11
C 2.245128 -0.866592 3.096204 0.31 -0.62 0.23
C 0.996361 -0.779912 3.940670 -0.39 -0.25 -0.14
O 0.029743 -0.230278 3.478249 -0.54 0.63 -0.15
N 0.965593 -1.362930 5.182793 0.97 0.85 0.21
C 0.131711 -0.742491 6.186390 -0.69 -0.40 0.48
C -0.812859 -1.525232 6.841077 -0.06 0.26 0.11
C -1.631276 -0.974415 7.827968 0.19 0.17 -0.04
C -1.517562 0.365694 8.178363 0.52 0.06 -0.54
C -0.578037 1.155724 7.514828 0.03 -0.49 -0.20
C 0.239742 0.599607 6.532797 -0.13 0.14 0.13
H -1.936501 5.726236 5.540910 0.08 0.13 0.00
H -1.565930 4.380085 6.635493 0.11 -0.06 0.04
H -2.831588 5.555346 7.051644 -0.15 -0.03 0.13
H -2.914560 4.580485 3.632245 0.35 0.11 -0.09
H -1.835311 3.424315 4.472541 0.21 -0.09 -0.13
H -4.478044 2.448496 4.645503 -0.31 0.08 0.00
H -4.286521 2.890654 2.944353 -0.24 0.20 -0.03
H -2.018574 1.318667 3.993131 0.25 -0.13 -0.05
H -3.533688 0.507933 4.168165 -0.01 -0.15 0.12
H -3.153427 -0.294084 2.141683 -0.04 -0.18 -0.19
H -3.948462 1.182877 1.654121 -0.16 -0.01 -0.07
H -2.179777 0.944952 0.207696 -0.05 -0.12 -0.13
H -1.025322 0.448648 1.392035 0.16 -0.04 0.25
H -0.990128 2.826833 0.282492 -0.03 0.22 -0.17
H -2.222170 3.244667 1.438107 -0.10 0.15 0.12
H -0.262398 3.933545 2.505083 -0.02 0.14 0.07
H -0.353050 2.335358 3.197465 -0.18 -0.14 0.07
H 1.314198 1.495491 1.661792 -0.19 -0.17 -0.27
H 1.310929 3.006077 0.738178 -0.07 -0.07 -0.24
H 1.710509 3.330535 3.646477 0.11 0.10 0.28
H 2.546608 4.125378 2.359846 0.07 0.17 -0.10
H 3.790393 1.772568 2.047340 -0.04 -0.30 -0.07
H 4.216059 2.943897 3.298930 0.42 -0.17 -0.03
H 2.176216 1.404621 4.295604 -0.08 -0.26 -0.01
H 3.830753 -0.670447 4.560723 -0.14 -0.08 0.27
H 4.260166 -0.160453 2.967096 0.16 0.13 -0.09
H 2.013434 -0.498710 2.106519 -0.18 0.12 -0.16
H 2.514526 -1.918498 2.989843 0.13 -0.11 -0.05
H 1.874195 -1.648781 5.527389 -0.13 -0.26 0.06
H -0.910887 -2.566961 6.577916 0.00 -0.10 -0.06
H -2.359377 -1.592016 8.328863 -0.06 -0.13 0.02
H -2.127260 0.815381 8.943607 -0.19 -0.08 0.10
H -0.473735 2.202974 7.747932 -0.01 0.12 0.09
H 0.956669 1.253947 6.050827 0.09 -0.03 -0.12
C 4.003088 -10.251165 0.046525 0.02 0.04 -0.02
C 4.739924 -9.227992 -0.540398 -0.03 -0.03 0.03
C 4.444130 -7.905963 -0.255337 0.09 -0.06 -0.07
C 3.402634 -7.600696 0.611610 -0.10 -0.02 0.06
C 2.650520 -8.629263 1.187527 0.00 0.13 -0.01
C 2.960777 -9.953413 0.908004 0.05 -0.11 -0.05
C 1.504495 -8.329450 2.090772 -0.06 -0.17 0.06
O 0.855176 -9.215823 2.600560 0.01 0.03 0.00
C 1.172079 -6.897100 2.349954 0.05 0.05 -0.05
C 0.077241 -6.587347 3.148927 -0.08 0.08 0.08
C -0.236949 -5.264848 3.409842 0.05 0.01 -0.01
C 0.546489 -4.245760 2.876800 0.01 -0.03 -0.01
C 1.632230 -4.550654 2.075128 -0.10 0.17 0.11
C 1.947348 -5.875086 1.804825 0.01 -0.12 0.00
C 3.109300 -6.176055 0.919704 0.15 0.09 -0.09
O 3.790729 -5.276723 0.469950 -0.02 0.00 0.04
H 4.241336 -11.283265 -0.172680 0.00 -0.01 0.00
H 5.547072 -9.464308 -1.220655 0.01 0.00 0.00
H 5.016372 -7.106520 -0.704741 -0.04 0.07 0.05
H 2.381822 -10.744395 1.363842 -0.06 0.06 0.04
H -0.524108 -7.385985 3.560545 0.06 -0.07 -0.04
H -1.091901 -5.024890 4.028000 -0.01 0.00 -0.01
H 0.297438 -3.212435 3.081007 -0.09 -0.01 -0.01
H 2.242063 -3.766882 1.645333 0.05 -0.08 -0.11
C -8.741003 0.972046 -4.627434 0.02 0.01 0.04
C -8.473849 1.400566 -3.331459 0.01 -0.01 -0.04
C -7.169474 1.449190 -2.870485 -0.12 0.03 0.04
C -6.125808 1.060584 -3.700801 0.04 -0.04 -0.08
C -6.396141 0.612869 -4.996383 0.08 0.02 0.08
C -7.705403 0.578621 -5.457854 -0.13 0.01 0.00
C -5.298313 0.153204 -5.894297 -0.04 -0.04 -0.16
O -5.530660 -0.228187 -7.021107 0.01 0.00 0.03
C -3.905105 0.170965 -5.363384 -0.02 0.03 0.08
C -2.868652 -0.297266 -6.161828 0.13 -0.02 -0.04
C -1.567268 -0.275621 -5.689496 -0.01 0.02 0.01
C -1.294632 0.219686 -4.418479 0.03 0.02 0.00
C -2.323878 0.683994 -3.618240 0.15 -0.03 0.00
C -3.632749 0.655653 -4.083129 -0.08 -0.01 -0.07
C -4.727851 1.135406 -3.194809 0.05 0.06 0.15
O -4.481928 1.571123 -2.087811 -0.01 0.00 0.04
H -9.760597 0.942133 -4.987784 -0.01 0.00 0.00
H -9.286103 1.698283 -2.681822 -0.01 0.01 0.00
H -6.954475 1.786561 -1.866183 0.09 0.00 -0.01
H -7.906530 0.240570 -6.464804 0.09 -0.03 -0.02
H -3.087698 -0.677172 -7.150014 -0.10 0.03 0.00
H -0.759982 -0.641220 -6.310068 0.02 0.02 0.00
H -0.274185 0.243148 -4.057348 0.02 -0.01 -0.04
H -2.119498 1.068966 -2.628438 -0.10 0.01 0.03
C 5.350522 -0.046083 -8.215089 0.02 0.04 -0.01
C 6.022020 0.989522 -8.856351 -0.03 -0.02 0.03
C 5.647436 2.303921 -8.635042 0.10 -0.07 -0.07
C 4.592447 2.588811 -7.778284 -0.09 -0.03 0.07
C 3.906020 1.547770 -7.148167 0.00 0.10 -0.01
C 4.295173 0.231599 -7.363354 0.06 -0.10 -0.05
C 2.747794 1.826284 -6.255636 -0.10 -0.09 0.07
O 2.154714 0.925580 -5.696397 -0.01 -0.05 0.03
C 2.327579 3.243562 -6.070103 0.06 0.03 -0.06
C 1.211782 3.523014 -5.290210 -0.09 0.06 0.07
C 0.811952 4.834580 -5.100521 0.04 0.03 -0.01
C 1.529906 5.874631 -5.682294 -0.01 -0.05 0.01
C 2.639574 5.601790 -6.463890 -0.08 0.11 0.04
C 3.037304 4.286718 -6.667663 -0.01 -0.10 0.01
C 4.214521 4.010838 -7.540615 0.09 0.13 -0.08
O 4.841855 4.917083 -8.044806 -0.01 -0.02 0.02
H 5.649889 -1.071723 -8.384942 0.00 0.00 -0.01
H 6.839717 0.769172 -9.529446 0.01 0.00 0.00
H 6.168222 3.113772 -9.126595 -0.05 0.07 0.05
H 3.766069 -0.569099 -6.865729 -0.07 0.05 0.03
H 0.656858 2.710372 -4.841459 0.05 -0.06 -0.04
H -0.062257 5.049789 -4.500095 -0.01 0.00 0.00
H 1.217917 6.899292 -5.529858 -0.01 0.00 0.00
H 3.198215 6.404558 -6.924614 0.06 -0.06 -0.05
```
Forces are in eV/Å.

For the HOMO-LUMO gap, the calculation gives 5.5877 eV. As for the charge: +1. The LUMO energy is -0.1961 Ha. For the strongest force on any atom, the calculation gives 1.3 eV Å⁻¹. The calculation puts the molar mass at 1086.06 Da. For the total energy, the calculation gives -3406.3049 a.u. As for the HOMO energy: -10.925 eV. Its spin multiplicity is 1.

These are the Mulliken partial charges, in e, on atoms 1 to 4:
1 C -0.61
2 O -0.44
3 C 0.09
4 C -0.91

2.
Here is a molecular structure, C62H62AsBrN2O4P2RhS from the OMol25 dataset. Energies are from ωB97M-V with the def2-TZVPD basis set.

Structure (XYZ):
```
136
Properties=species:S:1:pos:R:3:forces:R:3
Rh 0.859655 0.525421 -0.182490 0.53 1.12 -0.07
C -0.390645 3.630921 0.125610 0.08 -0.12 -0.06
C 1.089055 3.934721 -0.035690 -0.06 -0.20 0.03
P 2.154055 2.449321 0.313210 -0.28 1.27 0.60
C 3.665055 3.149621 -0.434090 0.15 -0.09 -0.05
C 4.727955 3.616721 0.333010 -0.21 -0.11 0.03
C 5.782855 4.277821 -0.271390 0.12 0.07 -0.01
C 5.793355 4.477221 -1.638590 0.04 0.01 -0.04
C 4.740855 4.008221 -2.409190 -0.02 0.08 -0.01
C 3.680455 3.357421 -1.811290 -0.04 0.07 -0.08
C 2.513655 2.579921 2.091710 0.00 -0.18 -0.01
C 1.807955 3.387321 2.973610 0.07 0.06 -0.24
C 2.159055 3.430821 4.311710 0.00 0.04 0.25
C 3.207255 2.659021 4.783910 -0.01 0.15 -0.07
C 3.906355 1.834121 3.913810 0.14 0.07 -0.03
C 3.558555 1.791421 2.577210 -0.06 0.08 -0.08
P -0.742845 2.023921 -0.716390 -0.30 0.86 0.07
C -0.481245 2.419221 -2.486390 0.08 -0.28 0.14
C -0.204745 1.356321 -3.344990 -0.06 0.06 -0.02
C 0.080655 1.575821 -4.679290 -0.05 0.02 -0.04
C 0.104055 2.869421 -5.177190 0.03 -0.07 -0.03
C -0.153545 3.934721 -4.333490 0.03 0.19 0.01
C -0.440745 3.715321 -2.996090 -0.07 -0.01 0.07
C -2.579545 1.959621 -0.422390 0.38 -0.17 -0.14
C -3.191045 3.184721 -1.004890 0.07 0.21 -0.15
C -4.348345 3.635821 -0.539690 0.01 0.12 0.06
C -5.029345 2.895521 0.539310 -0.03 -0.15 -0.02
C -4.151145 2.205921 1.600610 -0.12 0.11 0.28
C -2.820845 1.668321 1.069110 0.45 0.00 0.30
H -1.015345 4.428521 -0.284290 0.02 -0.10 0.05
H -0.657245 3.527421 1.181410 -0.04 -0.08 -0.10
H 1.411155 4.767821 0.595810 0.07 -0.09 -0.10
H 1.303955 4.206221 -1.073690 0.04 -0.03 0.17
H 4.742755 3.479721 1.403310 0.02 0.05 -0.02
H 6.597555 4.640921 0.337510 0.06 0.03 0.04
H 6.613355 5.001821 -2.104890 0.10 0.02 -0.04
H 4.745755 4.151921 -3.479790 -0.01 0.02 -0.07
H 2.872755 2.976621 -2.419290 0.01 0.09 -0.04
H 0.994455 4.007321 2.628410 -0.08 0.07 -0.05
H 1.610055 4.075421 4.984910 0.01 0.03 0.04
H 3.489755 2.711421 5.824310 0.03 -0.02 0.12
H 4.728755 1.237921 4.281510 0.06 -0.06 -0.01
H 4.100655 1.166521 1.876710 0.09 -0.12 0.07
H -0.183745 0.350421 -2.954690 0.02 -0.06 -0.02
H 0.303055 0.738921 -5.324490 -0.01 -0.08 -0.06
H 0.335155 3.048421 -6.216690 0.01 0.01 -0.08
H -0.117445 4.948121 -4.710290 -0.02 0.01 -0.01
H -0.624645 4.573921 -2.364590 -0.01 0.01 0.06
H -2.686045 3.659621 -1.834490 -0.13 0.12 -0.07
H -4.830745 4.508421 -0.952290 0.04 0.13 -0.18
H -5.824145 3.475821 1.005410 -0.03 -0.03 0.04
H -4.043445 2.734721 2.546510 0.07 -0.01 -0.03
H -1.990045 1.901121 1.746310 -0.12 0.01 -0.06
O 2.511255 -0.864879 6.489310 0.13 -0.04 0.39
C 2.218555 -0.690879 5.196410 -0.31 0.09 -0.82
C 1.217655 0.166221 4.730010 0.06 -0.19 0.06
C 1.005755 0.254721 3.370110 0.00 0.01 0.40
N 1.688155 -0.430879 2.454710 0.33 -0.41 -0.23
C 2.655655 -1.219779 2.905610 -0.25 0.01 0.34
Br 3.719555 -2.196079 1.684710 0.25 -0.09 0.46
C 2.955255 -1.395979 4.249110 -0.06 0.02 0.19
H 1.945555 -0.333579 7.064610 0.01 -0.02 -0.17
H 0.622855 0.747021 5.418110 -0.08 0.12 0.05
H 0.250055 0.929021 2.984610 -0.05 -0.06 0.07
H 3.740955 -2.062779 4.564210 0.08 -0.05 0.00
C -3.342945 -6.762279 2.752710 0.06 0.01 0.00
C -2.828245 -5.413479 2.358610 0.04 0.16 0.03
C -2.990445 -4.922879 1.073610 0.09 0.08 0.07
C -2.577045 -3.645679 0.719310 -0.02 0.16 -0.13
C -2.884445 -3.163979 -0.662590 0.03 -0.03 0.07
C -1.964845 -2.818779 1.668010 0.10 0.36 0.08
As -1.348545 -0.921079 1.309510 -1.72 -0.63 0.44
N -0.301345 -1.104679 -0.166990 -0.21 -0.08 -0.26
C 0.337955 -2.287479 -0.426190 0.28 -1.32 -0.33
C 0.605955 -2.655179 -1.758090 -0.10 0.24 0.16
C 1.186955 -3.871179 -2.042990 -0.08 -0.11 -0.08
C 1.550055 -4.739879 -1.022590 -0.06 0.08 0.12
C 1.325155 -4.376779 0.298010 0.04 -0.13 -0.12
C 0.718855 -3.175879 0.590810 -0.12 0.27 0.10
C -3.032145 0.143221 0.754210 0.55 -0.25 0.28
C -4.252845 -0.236379 1.507710 -0.06 -0.25 0.39
C -4.629645 -1.471379 2.228610 -0.01 -0.11 0.02
C -5.082945 0.973121 1.569010 0.10 0.04 -0.05
C -5.580845 1.454121 0.159910 -0.49 0.36 0.34
C -7.071545 1.356721 -0.089890 0.25 -0.04 -0.01
C -4.770445 0.837321 -0.898190 -0.21 0.01 -0.03
C -3.321145 0.597721 -0.739890 0.66 -0.21 -0.49
C -2.779545 -0.143679 -1.946490 -0.13 -0.02 -0.01
C -1.771045 -3.312679 2.966410 0.03 0.18 -0.01
C -1.104745 -2.524079 4.062010 -0.07 0.17 -0.18
C -2.202545 -4.592279 3.286310 -0.07 -0.05 -0.15
H -3.893245 -7.223079 1.936610 -0.02 -0.08 -0.01
H -4.004845 -6.670879 3.612010 -0.06 -0.07 0.05
H -2.520545 -7.417179 3.036310 0.02 -0.10 0.01
H -3.475345 -5.536279 0.326510 -0.06 -0.05 -0.06
H -3.360645 -3.948079 -1.245190 -0.07 -0.02 -0.06
H -1.978045 -2.864479 -1.182390 -0.04 0.10 -0.10
H -3.564845 -2.315479 -0.604390 -0.03 0.08 -0.10
H 0.325955 -1.987079 -2.562190 0.00 0.10 -0.02
H 1.358855 -4.150879 -3.071690 0.02 0.03 -0.08
H 2.017055 -5.683679 -1.254690 0.04 -0.12 -0.03
H 1.635155 -5.028179 1.102410 0.02 -0.03 0.05
H 0.587655 -2.865179 1.620210 0.08 -0.12 -0.06
H -3.975945 -1.651079 3.094210 -0.14 -0.11 -0.05
H -4.577845 -2.361879 1.601110 -0.01 -0.09 0.09
H -5.652345 -1.368979 2.591110 0.02 -0.05 0.06
H -5.882245 0.964921 2.304710 -0.08 -0.03 0.05
H -7.632245 1.812921 0.723010 -0.05 0.04 0.07
H -7.354345 0.309821 -0.164290 -0.16 -0.13 -0.03
H -7.342545 1.855021 -1.017490 -0.07 0.05 -0.14
H -5.190345 0.781821 -1.887790 -0.04 -0.07 -0.28
H -2.715945 0.553121 -2.784090 -0.02 0.00 -0.03
H -3.450445 -0.947279 -2.240190 0.05 -0.10 -0.03
H -1.790345 -0.551179 -1.747090 -0.07 -0.03 -0.13
H -1.209945 -1.445079 3.906510 0.10 -0.20 0.19
H -0.040945 -2.769179 4.102310 0.11 0.14 0.03
H -1.537945 -2.787679 5.025010 0.01 0.05 0.06
H -2.059145 -4.954279 4.294910 0.01 -0.01 0.15
C 3.811855 -3.293579 -6.658890 0.07 -0.01 -0.01
C 3.691655 -2.515679 -5.385290 -0.04 0.05 0.04
C 3.279255 -1.185679 -5.423590 0.11 -0.06 0.20
C 3.166055 -0.457479 -4.254990 -0.09 0.14 -0.17
C 3.452955 -1.051479 -3.038890 -0.14 0.29 0.40
C 3.889255 -2.358279 -2.978990 0.12 -0.01 0.14
C 4.005655 -3.084679 -4.154590 0.05 0.07 0.01
S 3.216555 -0.022879 -1.601790 0.29 0.12 -0.56
O 4.462455 0.578121 -1.222590 0.21 -0.32 -0.16
O 2.181055 0.952521 -2.055890 0.10 -0.56 -0.18
O 2.601455 -0.806979 -0.505890 -0.16 0.05 -0.31
H 2.986355 -3.061979 -7.329690 -0.01 -0.04 -0.05
H 3.824255 -4.363079 -6.467890 0.00 -0.09 -0.04
H 4.738255 -3.028779 -7.169290 0.03 -0.04 -0.07
H 3.059255 -0.716579 -6.371590 -0.05 0.02 -0.11
H 2.844955 0.572221 -4.260090 -0.07 0.08 -0.14
H 4.126255 -2.797479 -2.022090 0.00 -0.14 0.09
H 4.355855 -4.107379 -4.117790 -0.02 -0.08 0.02
```
Forces are in eV/Å.

For the HOMO-LUMO gap (spin up / spin down), the calculation gives 6.8398 / 6.1958 eV. As for the charge: +1. The LUMO energy (spin up / spin down) is -0.0846 / -0.1588 Ha. For the strongest force on any atom, the calculation gives 1.9 eV Å⁻¹. The calculation puts the molar mass at 1250.93 Da. For the total energy, the calculation gives -8811.1720 a.u. As for the HOMO energy (spin up / spin down): -9.141 / -10.516 eV. Its spin multiplicity is 5.

These are the Mulliken partial charges, in e, on atoms 1 to 4:
1 Rh -0.07
2 C -1.28
3 C -1.90
4 P 3.55